Density functional theory data (the ωB97M-V functional and the def2-TZVPD basis) for a 8-piece molecular cluster, C35H90ClN6O15 overall in a non-equilibrium geometry.

Calculated values
Net charge: -1
Energy relative to the best compared isomer or geometry (same formula, charge and spin) (kJ/mol): 0.0
E_tot (Eh): -3304.36460

The geometry in XYZ format:
```
147
Properties=species:S:1:pos:R:3:forces:R:3:mulliken_charge:R:1
Cl -0.0680 0.9372 1.6266 -0.769 -0.073 -1.505 1.101
O -0.9113 2.0698 1.9079 0.429 -0.069 0.368 -0.529
O -5.3357 0.3457 0.6601 -0.513 0.147 -0.341 -0.445
O 4.8082 -3.9900 -4.5973 -0.403 0.203 -0.307 -0.380
O 2.5973 1.2339 -3.1959 0.799 -0.022 -0.101 -0.497
O 1.1831 1.6297 4.7114 0.641 -0.052 0.605 -0.342
O -0.0497 0.0206 2.7573 0.157 -0.016 0.019 -0.565
O 1.9576 -4.0034 -0.7957 -0.282 0.649 -0.658 0.068
O -3.2584 4.5578 3.0612 -0.300 -0.464 -0.216 -0.152
O -3.1056 -2.1997 -9.1518 0.288 -0.123 -0.217 -0.320
O -3.5641 -4.7420 1.5586 -0.151 0.173 -0.480 -0.225
O 5.5848 -1.3452 0.8915 0.141 -0.774 -0.530 -0.049
O -0.6291 0.2539 0.4697 0.004 -0.358 0.306 -0.538
O 0.5481 8.0192 1.0688 0.049 -0.496 0.866 -0.289
O 1.2739 1.3406 1.2792 0.105 0.202 0.559 -0.416
O -1.8599 -2.5857 -3.1805 0.422 0.108 0.046 -0.460
N 3.2689 -2.8975 1.4030 0.574 1.466 0.836 -0.418
N -2.4378 6.2586 5.0118 -0.061 1.032 1.519 -0.603
N 4.1863 -1.4669 -3.7666 0.406 -0.184 1.143 -0.446
N -2.8865 -1.7837 2.3677 -0.714 -0.769 -0.888 -0.323
N 0.4485 5.0131 1.2436 0.434 0.641 -0.671 -0.354
N -3.6004 -1.8337 -5.6054 0.719 0.975 0.756 -0.268
C 5.2045 -3.7211 -3.2716 0.433 -0.038 0.446 -0.130
C -3.3052 -2.6993 -7.8387 0.457 -0.452 -0.622 -0.576
C -2.0541 -2.9526 2.1054 2.416 1.246 2.274 0.183
C -4.6133 5.9825 6.1949 -0.788 -1.420 0.218 -1.518
C -3.0947 -1.8316 -3.2162 1.699 -0.839 1.006 0.323
C -1.3211 -2.7580 -1.8508 -1.171 -0.452 -0.715 -0.216
C -2.6122 -4.2790 2.4992 -0.274 -0.567 -0.141 -0.805
C -4.6592 -5.3947 2.1254 0.346 -0.590 0.252 -0.837
C 1.1867 7.1470 0.2006 0.612 -0.422 -0.320 -0.730
C -3.1029 -1.0042 -4.4917 -2.556 0.297 1.100 -0.793
C -4.6223 -0.2091 1.7107 1.069 -0.739 1.326 -0.248
C -2.9730 -1.5837 -6.8729 -0.529 -0.184 -1.145 -0.363
C 0.3251 9.2723 0.5341 -0.819 0.914 1.100 -0.731
C 1.9468 1.3662 5.9024 -0.136 0.579 -1.038 0.632
C 3.3955 -1.4909 1.8668 0.448 -0.369 -0.630 -0.024
C -3.8222 -1.4551 1.3130 -0.373 0.858 -0.779 0.186
C 6.9820 -1.1425 0.9827 -0.662 0.005 0.755 -0.916
C -3.5980 5.3760 5.2435 0.241 0.490 -0.974 0.547
C -4.6460 1.1844 -0.2592 0.152 -0.317 0.598 -0.264
C 2.0200 -5.0703 -1.6873 0.353 -0.889 0.701 -1.020
C 5.2761 -2.1956 -3.0781 0.107 -0.235 -1.682 -0.361
C 2.6076 1.5374 -1.8281 -1.175 1.557 0.727 -0.231
C 3.0872 -1.1283 -2.8367 0.657 -1.374 -0.185 1.319
C 4.8472 -1.0956 2.0488 -0.828 0.647 0.830 -1.035
C 1.4256 0.0809 6.5110 -0.421 -0.347 0.822 -1.278
C 1.8669 -3.1914 1.3560 -1.234 -0.882 -0.615 -0.147
C -3.8047 3.7895 2.0180 0.012 0.549 -0.316 -1.060
C 2.5155 5.0727 -0.1076 0.421 -0.350 0.414 -1.410
C 2.1809 -0.0895 -3.4452 -1.356 0.157 -0.047 -0.480
C -3.2941 -3.1982 -10.1316 -0.554 0.544 -0.316 -0.695
C -4.2351 5.1023 3.8715 -0.219 1.023 1.124 -0.981
C 4.7244 -5.3666 -4.8936 1.089 0.495 0.085 -0.717
C 3.4683 1.3761 5.6570 0.295 -0.778 0.053 -1.176
C 1.6289 -4.4192 0.5247 0.937 -0.776 -0.846 -0.966
C 1.6248 5.8725 0.8613 -0.791 -2.047 0.153 0.412
H -3.0467 -4.2239 3.5052 -0.172 0.243 -0.134 0.457
H -3.1760 -1.2716 -2.2692 0.172 0.463 -0.524 -0.333
H 1.0393 -5.5318 -1.8486 -0.070 0.082 -0.200 0.344
H 1.1211 -0.1680 -3.1451 0.247 -0.293 0.566 0.228
H -1.8843 -1.4305 -6.9286 0.004 -0.151 0.640 0.248
H -2.9467 -4.1790 -9.7962 -0.089 -0.021 -0.004 0.304
H -4.6148 6.0708 3.4920 0.144 -0.059 -0.253 0.269
H -2.6152 -3.5503 -7.7263 -0.107 -0.002 0.324 0.311
H 2.4916 -4.7912 -2.6244 -0.247 0.337 -0.099 0.176
H 2.3432 -5.2366 0.7129 -0.092 0.080 0.673 0.430
H -3.2271 4.3980 5.5514 0.078 0.105 0.422 0.316
H -1.3494 -2.9512 1.2574 -1.031 -0.015 -0.769 -0.159
H 1.9389 4.5696 -0.8877 -0.111 0.476 -0.192 0.292
H 2.0873 7.5924 -0.2492 -0.104 0.269 0.032 0.395
H 2.6601 -5.8324 -1.2098 -0.036 -0.224 -0.375 0.403
H 5.2033 -1.6206 2.9508 0.448 -0.092 -0.375 0.369
H -1.9265 6.3022 5.9074 0.173 -0.551 -0.527 0.260
H 4.8032 -0.0155 2.2929 0.423 -0.148 -0.092 0.369
H 3.8782 -2.1399 -4.4606 -0.381 0.372 -0.168 0.379
H 1.0482 10.0176 0.8987 0.641 -0.266 -0.799 0.233
H 2.9068 -0.8639 1.1088 0.019 0.346 0.344 -0.001
H -4.7255 2.2148 0.0970 -0.011 0.075 -0.349 0.107
H 2.9197 -1.3171 2.8338 -0.264 -0.179 -0.096 0.351
H -5.2637 -4.6934 2.7073 -0.249 -0.110 -0.050 0.337
H -4.3598 -3.2096 -10.4101 0.092 -0.476 0.180 0.258
H -3.3525 -1.1533 0.3574 0.354 -0.310 0.138 -0.287
H -5.2093 -5.8794 1.3219 -0.284 0.310 -0.064 0.225
H -2.2180 -0.3973 -4.6707 0.510 -0.638 -0.074 0.335
H 6.1748 -1.9082 -3.6350 0.237 0.110 0.442 0.362
H 3.9597 2.2605 6.0614 -0.097 0.052 0.012 0.349
H 4.2866 -5.4717 -5.8809 -0.537 -0.058 0.159 0.248
H -3.8719 0.4336 2.2101 -0.245 0.533 -0.567 0.061
H 3.9140 0.4958 6.1387 0.087 0.183 0.034 0.344
H -4.3320 -6.2209 2.7795 -0.039 0.180 0.121 0.304
H -3.9214 -2.5611 -3.1180 -0.049 0.318 -0.618 0.298
H -3.3934 -0.6905 -7.3541 -0.084 0.094 0.363 0.255
H 3.5468 -0.7876 -1.9090 -0.001 0.371 -0.183 -0.498
H -5.3031 -0.4460 2.5342 -0.312 -0.066 -0.290 0.337
H 0.6325 -4.8719 0.5273 -0.270 0.386 0.283 0.433
H 0.3855 0.2060 6.8227 -0.036 0.094 -0.240 0.316
H 4.5373 -4.2300 -2.5583 0.010 0.152 -0.105 -0.002
H 0.7564 4.0438 1.2037 -0.162 -0.044 0.369 0.027
H 0.5143 6.8596 -0.6262 0.024 0.133 -0.063 0.324
H 3.3550 5.6402 -0.5305 -0.218 -0.004 -0.042 0.468
H -5.2415 6.7345 5.7140 0.252 0.231 0.001 0.349
H 2.9506 4.2307 0.4436 0.040 0.150 0.056 0.342
H 1.4358 -0.7469 5.7945 0.163 0.154 -0.107 0.294
H -4.4867 4.4048 1.4086 -0.056 -0.068 0.031 0.423
H 2.0901 -0.1926 -4.5283 0.575 -0.085 -0.074 0.288
H -2.3101 -0.9763 2.5737 0.222 -0.104 -0.116 0.167
H -3.5801 0.9374 -0.3478 -0.126 -0.057 0.026 0.098
H 7.4339 -1.7110 1.8108 -0.248 0.188 0.127 0.326
H 1.1208 0.8188 4.1794 -0.158 0.253 -0.010 0.078
H 2.6261 -2.0722 -2.4959 -0.724 0.404 -0.261 -0.366
H -5.1442 1.0254 -1.2138 0.092 0.319 -0.100 0.256
H -1.0373 -1.7871 -1.4336 -0.259 -0.160 0.331 0.149
H 4.2086 -5.8715 -4.0745 -0.210 -0.364 -0.318 0.315
H -0.4513 -3.4145 -1.8561 0.109 0.171 -0.475 -0.060
H -4.1977 6.3482 7.1319 0.208 0.185 -0.118 0.405
H -2.7712 -2.9278 -11.0515 0.240 0.113 0.227 0.244
H 1.5769 1.6194 -1.4357 0.161 -0.781 0.047 0.251
H 5.3832 -1.9532 -2.0248 -0.082 0.173 0.073 -0.031
H -2.9746 3.4958 1.3849 0.026 -0.372 0.067 0.352
H 7.4427 -1.5515 0.0892 -0.054 0.464 -0.325 0.210
H -1.2654 -2.7733 2.8742 -0.202 -0.450 -0.061 0.220
H -2.1062 -3.3196 -1.3166 0.332 0.570 0.624 0.416
H -0.5686 9.6740 1.0333 -0.325 -0.294 -0.532 0.236
H -4.4826 -2.2855 1.0542 0.048 -0.111 0.327 0.244
H -4.3239 -3.0947 -7.7370 -0.085 0.267 0.205 0.360
H -0.2498 5.0806 0.5012 0.041 0.019 0.205 0.204
H -5.2930 5.1609 6.4719 -0.108 0.285 0.108 0.376
H -3.8693 -0.2411 -4.2275 0.110 -0.069 -0.573 0.281
H 1.7534 2.2525 6.5173 -0.295 -0.393 0.241 0.288
H -3.5990 -2.7896 -5.2892 0.381 -0.286 -0.414 0.303
H 1.4525 -3.3216 2.3553 0.146 0.069 0.162 0.446
H 1.2346 -2.4550 0.8314 0.245 0.478 0.346 -0.056
H 2.1508 5.9756 1.8162 0.171 0.727 -0.296 0.230
H 2.9188 2.5777 -1.6755 0.550 -0.215 -0.466 0.136
H 5.7475 -5.7624 -5.0037 -0.137 -0.204 0.320 0.254
H -4.3688 2.9365 2.4083 0.127 -0.155 -0.087 0.349
H 6.2233 -4.1214 -3.1289 -0.169 -0.049 0.207 0.435
H 1.9336 -0.2738 7.4180 0.294 0.273 -0.227 0.398
H 3.7492 1.3057 4.6040 -0.349 0.080 -0.060 0.162
H 3.6771 -2.8140 0.4745 -0.364 -0.651 -0.099 0.297
H -1.8316 -5.0496 2.5598 0.261 0.207 -0.028 0.323
H -2.8092 7.2221 5.0633 0.011 -0.377 -0.725 0.251
H 0.1889 9.1935 -0.5404 0.082 0.559 -0.228 0.352
H 3.2180 0.9098 -1.1790 -0.064 -0.120 -0.157 -0.011
H 7.1142 -0.0671 1.1500 0.672 -0.122 -0.253 0.341
H -5.1410 4.4927 4.0194 0.260 -0.393 -0.193 0.391
```
Forces are in eV/Å.